Density functional theory data (wB97M-V/def2-TZVPD) for 2 unconnected molecules or ions with the total composition C4H10OSi2.

ΔE to the lowest compared entry with this formula, charge and spin, kJ/mol: 265.5
M, g/mol: 130.29
HOMO, eV: -9.16
LUMO, eV: -0.31
E_tot, eV: -22109.5804
Spin multiplicity: 1
Kohn-Sham gap, eV: 8.8
Total charge: 0
Strongest force on any atom, eV/A: 3.80

Last columns: bonded neighbours and bond lengths (Å).
CARTESIAN COORDINATES (ANGSTROEM)
1 C 1.368 1.789 1.323  C3 1.325, H8 1.081, H9 1.082
2 C 1.141 -2.367 -1.198  C4 1.325, H10 1.079, H11 1.079
3 C 1.462 1.095 0.198  C1 1.325, Si7 1.887, H12 1.086
4 C 0.600 -1.245 -1.645  C2 1.325, Si7 1.881, H13 1.082
5 O -0.766 1.619 -2.408  H14 0.956
6 Si -2.067 0.207 0.459  Si7 2.311, H15 1.462, H16 1.466, H17 1.477
7 Si 0.003 0.178 -0.569  C3 1.887, C4 1.881, Si6 2.311
8 H 2.208 2.308 1.761  C1 1.081
9 H 0.433 1.872 1.862  C1 1.082
10 H 1.448 -3.163 -1.859  C2 1.079
11 H 1.312 -2.547 -0.147  C2 1.079
12 H 2.422 1.045 -0.308  C3 1.086
13 H 0.443 -1.116 -2.708  C4 1.082
14 H -0.612 2.510 -2.097  O5 0.956
15 H -2.697 1.526 0.432  Si6 1.462
16 H -2.980 -0.784 -0.118  Si6 1.466
17 H -1.918 -0.158 1.882  Si6 1.477



Density functional theory data (wB97M-V/def2-TZVPD) for C4H10S in the gas phase.

ΔE to the lowest compared entry with this formula, charge and spin, kJ/mol: 82.1
M, g/mol: 90.19
HOMO, eV: -8.79
LUMO, eV: 1.04
E_tot, eV: -15144.5161
Spin multiplicity: 1
Kohn-Sham gap, eV: 9.8
Total charge: 0
Strongest force on any atom, eV/A: 3.34

Last columns: bonded neighbours and bond lengths (Å).
CARTESIAN COORDINATES (ANGSTROEM)
1 C -0.042 0.594 2.054  C2 1.471, H6 1.140, H7 1.132, H8 1.078
2 C 0.289 -0.334 0.961  C1 1.471, C3 1.537, H9 1.133, H10 1.038
3 C -0.099 0.245 -0.409  C2 1.537, C4 1.538, H11 1.093, H12 1.087
4 C 0.317 -0.574 -1.642  C3 1.538, S5 1.722, H13 1.085, H14 1.145
5 S -1.099 -1.076 -2.484  C4 1.722, H15 1.309
6 H -1.130 0.924 2.142  C1 1.140
7 H 0.406 1.607 1.820  C1 1.132
8 H 0.266 0.240 3.025  C1 1.078
9 H 1.406 -0.480 1.081  C2 1.133
10 H -0.132 -1.283 0.980  C2 1.038
11 H -1.114 0.630 -0.280  C3 1.093
12 H 0.572 1.100 -0.415  C3 1.087
13 H 0.944 -0.031 -2.342  C4 1.085
14 H 0.768 -1.583 -1.340  C4 1.145
15 H -1.351 0.021 -3.151  S5 1.309



Q: What is the HOMO in the second record?
A: -8.79 eV



Q: Among the records above, which one has the highest Kohn-Sham gap?
A: C4H10S



Q: What is the formula in the second record?
A: C4H10S



Q: Among the records above, which one has the highest M?
A: C4H10OSi2